Entry 1:
Here is C18H20N2O4 in the gas phase from OMol25. Energies are from ωB97M-V/def2-TZVPD.

Last column: natural (NBO) charge in e.
Geometry (Å):
O: 2.39 -0.52 1.76  -0.63
O: 6.67 0.22 -0.72  -0.40
O: -6.30 -1.20 -0.01  -0.50
O: -1.33 2.96 -0.21  -0.61
N: 3.65 0.66 0.31  -0.60
N: -1.07 0.68 0.06  -0.42
C: 5.82 -0.41 0.12  0.25
C: 7.34 -0.72 -1.40  0.09
C: 2.48 0.14 0.75  0.69
C: -2.40 0.24 0.03  0.11
C: -0.65 1.97 -0.05  0.69
C: -4.71 0.56 -0.58  -0.25
C: 1.28 0.52 -0.11  -0.31
C: -2.74 -0.99 0.59  -0.22
C: -8.64 -1.28 -0.38  -0.62
C: 6.94 -1.97 -1.02  -0.31
C: 0.02 -0.25 0.29  -0.21
C: 4.91 0.41 0.97  -0.28
C: -4.05 -1.44 0.55  -0.25
C: 0.87 1.98 0.11  -0.49
C: -5.05 -0.67 -0.03  0.28
C: -3.40 1.01 -0.55  -0.21
C: 5.94 -1.76 -0.03  -0.29
C: -7.37 -0.46 -0.56  -0.06
H: 1.10 2.31 1.13  0.24
H: -9.49 -0.75 -0.80  0.21
H: -0.12 -1.15 -0.31  0.21
H: -5.46 1.19 -1.04  0.21
H: 8.07 -0.39 -2.11  0.20
H: -3.16 1.97 -0.98  0.25
H: -8.54 -2.24 -0.88  0.21
H: -7.19 -0.28 -1.63  0.17
H: 5.39 -2.52 0.50  0.23
H: 0.09 -0.53 1.34  0.22
H: 3.67 1.18 -0.56  0.40
H: -4.31 -2.39 0.98  0.22
H: -7.47 0.50 -0.05  0.17
H: 1.32 2.69 -0.59  0.23
H: 4.68 -0.12 1.90  0.26
H: 7.30 -2.90 -1.39  0.23
H: -1.99 -1.61 1.06  0.22
H: 5.40 1.37 1.20  0.22
H: -8.81 -1.46 0.68  0.21
H: 1.52 0.35 -1.16  0.22

Its SMILES is CCOc1ccc(N2C[C@H](C(=O)NCc3ccco3)CC2=O)cc1. The frontier orbital gap comes out at 0.31086 Ha. The value obtained for the HOMO energy is -7.88 eV.



Entry 2:
Here is C18H20N2O4S in the gas phase from OMol25. Energies are from ωB97M-V/def2-TZVPD.

Last column: natural (NBO) charge in e.
Geometry (Å):
S: 6.08 0.86 0.28  0.52
O: 3.32 1.67 0.64  -0.61
O: -1.96 -2.78 -1.16  -0.60
O: -3.23 -1.98 0.51  -0.51
O: -4.81 2.77 -0.94  -0.52
N: -3.19 0.78 0.31  -0.43
N: 2.30 -0.26 -0.06  -0.58
C: -5.20 -2.99 1.40  -0.62
C: -4.07 -3.13 0.40  -0.07
C: 0.48 1.26 0.57  -0.20
C: -4.02 0.46 -0.83  -0.23
C: 7.11 -0.41 -0.22  -0.40
C: 0.02 -0.94 -0.25  -0.19
C: -3.97 3.11 0.15  -0.08
C: -1.83 0.53 0.28  0.19
C: 5.03 -1.34 -0.54  -0.21
C: 6.42 -1.51 -0.63  -0.27
C: 0.95 0.04 0.09  0.11
C: -2.20 -1.92 -0.35  0.77
C: -1.34 -0.73 -0.12  -0.13
C: 4.68 -0.10 -0.06  -0.33
C: 3.38 0.53 0.21  0.65
C: -3.74 1.89 1.05  -0.24
C: -0.88 1.49 0.65  -0.25
C: -4.25 1.71 -1.68  -0.08
H: -5.78 -2.10 1.18  0.21
H: -4.95 1.51 -2.49  0.20
H: 0.35 -1.92 -0.59  0.22
H: -4.80 -2.91 2.40  0.21
H: 6.89 -2.42 -0.98  0.23
H: -4.45 -3.19 -0.63  0.19
H: -3.10 2.14 1.90  0.21
H: -3.47 -4.03 0.59  0.19
H: -3.55 -0.31 -1.44  0.21
H: 2.49 -1.18 -0.42  0.40
H: 8.17 -0.28 -0.19  0.24
H: -4.49 3.91 0.69  0.20
H: -5.85 -3.86 1.34  0.22
H: -4.98 0.09 -0.46  0.20
H: 4.33 -2.11 -0.82  0.21
H: -3.28 2.03 -2.11  0.16
H: 1.18 2.02 0.86  0.26
H: -4.72 1.57 1.44  0.20
H: -3.01 3.49 -0.23  0.16
H: -1.20 2.47 0.99  0.21

Its SMILES is CCOC(=O)c1cc(NC(=O)c2cccs2)ccc1N1CCOCC1. The frontier orbital gap comes out at 0.28725 Ha. The value obtained for the HOMO energy is -7.49 eV.



Entry 3:
Here is C18H20N2O5 in the gas phase from OMol25. Energies are from ωB97M-V/def2-TZVPD.

Last column: natural (NBO) charge in e.
Geometry (Å):
O: 4.78 -0.19 -0.65  -0.52
O: -4.75 0.53 -0.75  -0.39
O: -0.19 -1.51 -1.89  -0.62
O: -2.35 1.43 1.70  -0.63
O: 4.15 2.31 0.68  -0.50
N: -2.85 -0.68 1.09  -0.42
N: -0.73 -1.85 0.26  -0.43
C: -0.66 -1.59 1.68  -0.23
C: -3.15 -1.66 0.07  -0.22
C: 5.02 -1.37 -1.37  -0.25
C: -1.92 -2.59 -0.10  -0.24
C: 1.92 1.70 0.62  -0.23
C: -3.76 1.23 -0.14  0.14
C: 2.40 -0.68 -0.63  -0.27
C: 5.51 2.20 0.33  -0.24
C: 1.10 -0.34 -0.29  -0.14
C: -5.35 1.37 -1.61  0.11
C: -2.93 0.67 0.94  0.64
C: 3.48 0.14 -0.34  0.29
C: -4.77 2.60 -1.57  -0.32
C: 3.24 1.37 0.31  0.26
C: -3.74 2.51 -0.61  -0.23
C: 0.86 0.87 0.34  -0.22
C: 0.01 -1.26 -0.71  0.68
C: -2.06 -1.19 2.18  -0.24
H: 1.76 2.65 1.11  0.23
H: -3.35 -1.16 -0.88  0.23
H: -6.17 0.98 -2.19  0.21
H: 5.97 3.11 0.71  0.19
H: 6.09 -1.39 -1.55  0.20
H: 5.98 1.33 0.79  0.18
H: -0.32 -2.50 2.20  0.19
H: -1.83 -2.90 -1.14  0.26
H: 4.73 -2.26 -0.80  0.18
H: -3.06 3.28 -0.29  0.25
H: 0.06 -0.80 1.87  0.24
H: -2.59 -2.06 2.60  0.19
H: -2.00 -3.47 0.54  0.19
H: -5.04 3.46 -2.15  0.23
H: -0.14 1.18 0.59  0.24
H: 2.56 -1.62 -1.14  0.23
H: 4.49 -1.37 -2.34  0.18
H: -1.99 -0.42 2.94  0.25
H: -4.03 -2.24 0.35  0.20
H: 5.64 2.15 -0.76  0.18

Its SMILES is COc1ccc(C(=O)N2CCN(C(=O)c3ccco3)CC2)cc1OC. The frontier orbital gap comes out at 0.32322 Ha. The value obtained for the HOMO energy is -8.05 eV.



Entry 4:
Here is C18H20N2O5 in the gas phase from OMol25. Energies are from ωB97M-V/def2-TZVPD.

Last column: natural (NBO) charge in e.
Geometry (Å):
O: 2.04 -0.90 2.54  -0.61
O: 2.52 -2.14 -0.01  -0.48
O: 0.73 1.44 -0.64  -0.42
O: 3.45 -0.73 -1.67  -0.59
O: -0.63 -0.54 -3.04  -0.64
N: 3.02 0.74 0.92  -0.57
N: 0.28 -2.08 -1.44  -0.62
C: 2.68 -1.55 -1.22  0.81
C: 3.45 -1.67 0.97  -0.16
C: -2.85 -0.74 -1.21  -0.15
C: 2.28 1.75 1.35  -0.24
C: 0.83 3.51 -1.66  -0.35
C: -5.27 0.05 -0.47  -0.66
C: -3.42 -0.35 1.43  -0.21
C: 1.60 3.53 -0.66  -0.31
C: -1.85 -0.49 1.59  0.10
C: 1.58 2.44 0.02  0.23
C: -1.49 -0.42 3.10  -0.61
C: -0.96 -0.72 0.55  -0.29
C: -3.84 -0.34 0.00  0.07
C: -0.56 -1.02 -1.81  0.66
C: 1.58 -2.16 -2.19  -0.33
C: -1.50 -0.89 -0.78  -0.13
C: 0.28 2.08 -1.71  0.21
C: 2.83 -0.56 1.56  0.64
H: 1.95 -3.03 -2.63  0.22
H: 1.40 1.64 2.15  0.26
H: -1.90 0.61 3.38  0.22
H: 2.90 2.59 1.70  0.20
H: 0.63 4.25 -2.56  0.24
H: 1.62 -1.54 -2.99  0.24
H: 0.37 -2.65 -0.60  0.43
H: 3.43 0.56 0.20  0.39
H: -4.05 0.05 1.93  0.16
H: -0.30 1.89 -2.34  0.15
H: -2.07 -1.33 3.63  0.21
H: 4.38 -1.46 0.72  0.20
H: 3.51 -2.44 1.37  0.20
H: -5.87 -0.82 -0.58  0.22
H: -5.65 0.56 0.39  0.21
H: -3.17 -0.76 -2.20  0.23
H: -0.56 -0.60 3.10  0.20
H: 2.18 4.42 0.06  0.23
H: -5.36 0.75 -1.31  0.23
H: -0.23 -0.92 1.06  0.22

Its SMILES is Cc1cc(C)cc(C(=O)NCC(=O)OCC(=O)NCc2ccco2)c1. The frontier orbital gap comes out at 0.29870 Ha. The value obtained for the HOMO energy is -7.96 eV.



Entry 5:
Here is C18H20N2O6S in the gas phase from OMol25. Energies are from ωB97M-V/def2-TZVPD.

Last column: natural (NBO) charge in e.
Geometry (Å):
S: -0.51 0.84 -1.64  2.32
O: 3.29 2.46 1.35  -0.63
O: -1.20 1.84 -2.39  -0.94
O: 0.74 -1.54 0.06  -0.63
O: -2.75 -1.00 0.52  -0.52
O: 5.37 2.79 0.64  -0.68
O: 0.93 0.87 -1.65  -0.95
N: 2.13 0.15 0.71  -0.63
N: -0.99 1.02 -0.05  -0.71
C: 3.36 -0.25 0.22  0.31
C: 5.89 -1.00 -0.72  -0.25
C: -3.28 0.25 0.42  0.28
C: -4.62 0.56 0.58  -0.30
C: 3.58 -1.52 -0.31  -0.28
C: -2.36 1.28 0.13  0.13
C: -2.82 2.58 -0.04  -0.17
C: 4.82 -1.89 -0.77  -0.15
C: -4.17 2.87 0.10  -0.24
C: 5.70 0.26 -0.21  -0.13
C: 0.92 -0.43 0.51  0.71
C: -5.06 1.87 0.41  -0.18
C: -2.74 -3.35 0.77  -0.62
C: 4.29 2.02 0.80  0.79
C: -3.60 -2.10 0.78  -0.06
C: -0.24 0.41 1.03  -0.30
C: -1.09 -0.77 -2.20  -0.87
C: 4.45 0.66 0.27  -0.25
H: 5.18 3.68 0.99  0.50
H: -0.90 -0.26 1.59  0.24
H: 6.52 0.96 -0.16  0.23
H: -2.26 -3.47 -0.20  0.22
H: -5.34 -0.21 0.81  0.22
H: -4.51 3.89 -0.04  0.22
H: -2.17 -0.76 -2.16  0.24
H: 0.12 1.21 1.70  0.20
H: -2.10 3.34 -0.30  0.23
H: -0.67 -1.52 -1.54  0.27
H: 2.14 1.12 1.04  0.44
H: -6.11 2.09 0.53  0.22
H: 6.86 -1.30 -1.09  0.22
H: 4.96 -2.88 -1.18  0.22
H: -0.74 -0.89 -3.21  0.25
H: -4.38 -2.17 0.00  0.17
H: -4.10 -1.98 1.75  0.17
H: -3.35 -4.23 0.98  0.21
H: 2.75 -2.21 -0.35  0.26
H: -1.96 -3.27 1.52  0.22

Its SMILES is CCOc1ccccc1N(CC(=O)Nc1ccccc1C(=O)O)S(C)(=O)=O. The frontier orbital gap comes out at 0.32931 Ha. The value obtained for the HOMO energy is -8.64 eV.



Entry 6:
Here is a gas-phase ion, C18H20N3O (charge +1) from OMol25. Energies are from ωB97M-V/def2-TZVPD.

Last column: natural (NBO) charge in e.
Geometry (Å):
O: -0.49 -2.39 -3.38  -0.59
N: 1.89 -0.28 0.59  -0.31
N: -2.08 -1.03 -2.41  -0.61
N: 0.84 1.22 1.85  -0.35
C: -1.40 1.12 0.57  -0.21
C: 1.48 3.36 2.93  -0.24
C: -0.08 0.77 0.91  0.14
C: 0.58 -0.14 0.11  0.14
C: 3.30 0.78 2.47  -0.68
C: 2.01 0.60 1.67  0.52
C: 3.87 -0.36 -0.93  -0.62
C: -1.63 -1.93 -3.37  0.68
C: 0.65 2.22 2.80  0.17
C: 1.29 4.28 3.94  -0.18
C: -1.36 -0.46 -1.34  0.19
C: -2.02 0.50 -0.52  -0.20
C: -0.50 2.97 4.81  -0.19
C: -2.55 -2.37 -4.45  -0.72
C: 2.95 -1.13 0.03  -0.22
C: 0.30 4.10 4.90  -0.18
C: -0.05 -0.73 -0.98  -0.26
C: -0.33 2.04 3.78  -0.22
H: -2.06 -3.05 -5.15  0.26
H: -2.89 -1.52 -5.04  0.23
H: -3.47 -2.82 -4.04  0.24
H: 3.09 1.29 3.38  0.26
H: 4.79 -0.94 -1.09  0.24
H: 3.59 -1.49 0.87  0.22
H: -3.03 0.76 -0.72  0.22
H: 4.12 0.63 -0.49  0.21
H: -2.98 -0.62 -2.60  0.41
H: -1.28 2.78 5.53  0.23
H: 0.15 4.80 5.72  0.24
H: -1.90 1.89 1.15  0.24
H: 3.36 -0.18 -1.89  0.23
H: 1.93 5.15 4.05  0.23
H: 2.52 -2.01 -0.46  0.24
H: -0.95 1.17 3.72  0.23
H: 2.22 3.50 2.19  0.22
H: 0.56 -1.43 -1.53  0.26
H: 4.01 1.34 1.87  0.26
H: 3.78 -0.18 2.77  0.26

Its SMILES is CCn1c(C)[n+](-c2ccccc2)c2ccc(NC(C)=O)cc21. The frontier orbital gap comes out at 0.32205 Ha. The value obtained for the HOMO energy is -11.73 eV. As for the charge: +1.



Calculated values (Eh/bohr) of largest force on an atom for the records, taken in order: 0.0178; 0.0146; 0.0252; 0.3484; 0.0185; 0.0684.
Calculated values (eV) of calculated total energy for the records, taken in order: -30161.0931; -40996.2071; -32207.1643; -32193.4504; -45091.5798; -25503.7332.